# C22H49BrN7O3P2

A cluster of 3 separate species, C22H49BrN7O3P2 in total (the ωB97M-V functional and the def2-TZVPD basis, the OMol25 dataset).

Geometry as XYZ:
```
84
Properties=species:S:1:pos:R:3:forces:R:3
H -2.544 -3.295 -3.804 -0.016 0.100 -0.066
H 1.140 -3.211 -5.586 0.055 -0.001 -0.123
H 4.180 -3.879 0.882 -0.032 0.126 0.079
H -0.914 -3.447 -3.162 -0.021 0.038 0.047
H -3.924 -3.977 3.250 -0.089 -0.063 -0.095
C -0.654 3.914 5.053 -0.389 0.419 -0.143
N 0.455 3.403 4.271 3.252 0.038 0.359
O 1.513 -0.847 -2.768 -1.141 -3.215 1.091
H -0.580 4.983 5.271 -0.047 0.005 -0.021
P 0.765 3.903 2.591 -5.928 0.793 -2.251
H -0.232 -1.316 -6.838 -0.007 0.012 -0.005
H 2.510 2.973 4.555 -0.023 0.042 0.002
H 0.578 0.754 0.872 -0.120 0.024 0.072
H 1.262 0.898 2.507 -0.082 -0.112 -0.059
C -1.572 5.258 1.932 -0.098 -0.249 -0.095
C -1.232 -3.189 1.392 0.660 0.327 0.028
H -2.332 4.598 2.353 0.058 -0.058 -0.055
H 2.197 -2.812 2.679 -0.302 -0.176 -0.032
H 0.622 1.247 -1.604 -0.008 -0.064 0.080
N 1.083 -1.126 -5.171 0.555 0.222 0.005
C -1.452 -4.044 0.315 -0.247 -0.122 -0.187
C -3.242 -3.986 2.407 0.040 0.242 0.394
O 1.526 4.427 1.400 2.728 -0.857 2.182
H 1.557 2.948 6.032 -0.078 0.003 -0.019
H -4.319 -5.489 1.308 -0.011 0.057 0.177
C -0.363 0.898 -1.932 0.101 -0.138 0.158
C 0.560 -0.665 -6.434 -0.632 -0.089 -0.085
Br 4.198 -6.551 2.074 0.079 -0.104 0.072
H 1.368 -0.632 -7.169 0.086 -0.128 0.098
C -2.376 -0.805 -4.583 -0.014 0.631 0.071
C 0.989 1.456 1.598 0.501 0.149 -0.015
P 0.304 -1.013 -3.647 0.468 5.468 -3.146
H 0.177 0.352 -6.379 -0.087 -0.077 0.122
C 2.327 -2.939 1.600 1.139 0.191 -1.484
H -0.130 -1.617 0.534 0.115 0.448 0.418
H 1.988 4.503 5.284 0.020 -0.032 0.144
N -0.354 5.247 2.728 -0.609 -0.022 0.149
H -1.397 4.980 0.884 -0.070 0.009 -0.015
H -0.622 0.024 -1.327 0.021 0.011 -0.006
C 1.815 -2.374 -5.348 0.084 -0.186 0.444
C 1.688 3.467 5.082 0.080 -0.269 -0.183
H -3.163 -1.446 -4.992 0.170 -0.208 0.037
H 2.916 -0.835 1.694 0.194 0.173 -0.237
H -2.023 6.252 1.948 0.187 0.079 0.022
H 3.945 -1.838 0.599 0.111 0.168 0.266
H -2.673 -5.543 -0.572 -0.233 -0.052 0.080
H -0.282 2.641 -3.665 0.018 -0.095 0.186
H 1.270 6.537 3.137 -0.007 0.000 -0.029
H -0.305 7.324 3.048 -0.090 -0.091 0.039
H -1.246 1.420 3.184 -0.004 -0.004 -0.004
H 2.365 -2.629 -4.442 -0.062 0.068 0.032
H -1.611 3.716 4.573 0.053 0.120 -0.152
O 1.089 -3.192 0.910 -0.263 0.126 1.224
H -1.948 -2.500 3.295 0.002 -0.021 0.016
H -2.794 -0.255 -3.735 0.014 0.043 -0.024
C 0.039 -2.350 1.342 -0.539 -0.721 -0.933
N 3.330 -4.914 2.587 0.016 0.533 0.080
H -1.096 1.678 -1.710 -0.045 0.004 -0.151
H 0.248 -1.869 2.300 -0.019 0.088 -0.039
H -0.674 3.375 6.005 0.212 -0.147 -0.094
C -2.126 -3.151 2.448 -0.119 -0.323 -0.398
H 0.519 6.804 1.562 0.092 0.004 0.021
N -0.384 0.570 -3.356 -0.388 0.297 -0.438
C 2.938 -1.648 0.964 -0.461 -0.421 0.366
N 0.038 2.526 1.890 0.019 0.080 -0.634
C 3.213 -4.164 1.346 -0.340 -1.035 0.319
H -2.035 2.717 2.263 0.112 0.044 0.107
H -0.402 1.723 -5.128 0.074 -0.073 -0.013
H 2.688 -4.798 0.605 0.080 0.389 -0.316
H 2.343 -1.390 0.085 -0.001 0.178 0.075
C 0.054 1.715 -4.136 0.138 -0.052 -0.236
H -0.737 -4.067 -0.498 0.116 0.007 0.112
H 1.906 1.856 1.162 -0.051 0.086 0.027
H -1.554 1.263 1.449 0.193 -0.036 -0.035
H -2.118 -0.100 -5.371 0.131 0.096 0.129
N -1.251 -1.648 -4.226 0.483 -2.522 2.016
C -3.454 -4.835 1.339 -0.303 -0.405 -0.404
C -2.561 -4.874 0.272 0.385 0.439 0.345
C 0.315 6.539 2.606 0.263 -0.088 0.008
H 2.549 -2.281 -6.151 -0.084 0.100 -0.058
H 1.145 1.766 -4.242 -0.007 0.070 -0.030
C -1.726 -2.736 -3.346 0.273 -0.137 -0.038
C -1.250 1.966 2.228 -0.163 0.009 0.635
H -2.058 -2.345 -2.376 -0.149 -0.163 0.017
```
Forces are in eV/Å.

Summary:
**Electronic energy**: -128797.7150 eV
**F_max**: 0.1243 Eh/bohr
**Net charge**: -1
**Spin multiplicity**: 1